Entry 1:
Entry from the Open Molecules 2025 dataset: a single C6H11NO molecule (wB97M-V/def2-TZVPD).

Values from the calculation:
Structure (SMILES): C=NC(=C)CCCO
Gap between HOMO and LUMO: 9.79 eV
Lowest unoccupied orbital energy: 0.69 eV

CARTESIAN COORDINATES (ANGSTROEM)
1 H -0.983 1.125 1.194
2 H 1.749 -1.824 0.028
3 H -0.759 -1.227 1.923
4 C 0.761 -0.006 1.078
5 C 2.477 -1.051 0.111
6 H -0.965 -0.920 -0.734
7 C -0.406 1.082 -0.916
8 C 0.337 -1.062 1.837
9 C -0.045 1.172 0.593
10 O -2.660 0.519 -0.847
11 H -1.542 -0.165 -2.448
12 H 0.593 1.008 -1.442
13 H 3.443 -1.220 -0.234
14 H -3.299 -0.084 -1.246
15 N 2.086 0.087 0.549
16 H 1.025 -1.716 2.327
17 C -1.338 -0.021 -1.310
18 H 0.450 2.229 0.794
19 H -0.924 2.075 -1.259


Entry 2:
Entry from the Open Molecules 2025 dataset: 2 unconnected molecules or ions with the total composition C4H5NO3 (wB97M-V/def2-TZVPD).

Values from the calculation:
Gap between HOMO and LUMO: 10.31 eV
Lowest unoccupied orbital energy: -0.11 eV

CARTESIAN COORDINATES (ANGSTROEM)
1 H 1.407 1.749 0.896
2 H -1.499 0.000 1.863
3 C 0.239 0.250 0.680
4 O -1.677 1.160 -1.662
5 H 1.031 -1.626 -1.865
6 O 0.452 -1.306 -1.154
7 N 0.542 1.335 1.244
8 H -0.586 -1.500 1.540
9 H -1.577 -0.793 0.262
10 O 2.143 0.151 -0.780
11 C -0.574 1.385 -1.621
12 C 1.035 -0.249 -0.518
13 C -0.934 -0.555 1.114


Entry 3:
Entry from the Open Molecules 2025 dataset: a gas-phase ion, C4H10N (charge +1) (wB97M-V/def2-TZVPD).

Values from the calculation:
Multiplicity: 3
Net charge: +1
Expectation value of S²: 2.004
Gap between HOMO and LUMO (spin up / spin down): 4.48 / 7.23 eV
Lowest unoccupied orbital energy (spin up / spin down): -3.42 / -10.11 eV

CARTESIAN COORDINATES (ANGSTROEM)
1 N -1.873 -0.460 0.120
2 H -0.617 -0.349 -1.755
3 C -0.098 1.287 -0.018
4 H 2.782 0.166 0.238
5 H -0.635 1.897 0.772
6 H 0.355 -0.478 1.321
7 C -0.544 -0.015 -0.542
8 H -1.797 -0.358 1.181
9 C 0.584 -0.061 0.332
10 H 2.186 -1.485 0.363
11 C 1.981 -0.533 -0.038
12 H 2.068 -0.588 -1.182
13 H 0.613 1.864 -0.573
14 H -2.491 -1.293 -0.168
15 H -2.514 0.405 -0.051


Entry 4:
Entry from the Open Molecules 2025 dataset: 2 unconnected molecules or ions with the total composition C5H14 (wB97M-V/def2-TZVPD).

Values from the calculation:
Structure (SMILES): CCC.CC
Gap between HOMO and LUMO: 12.31 eV
Lowest unoccupied orbital energy: 1.11 eV

CARTESIAN COORDINATES (ANGSTROEM)
1 C 1.804 -2.238 -0.326
2 H -0.935 2.358 -2.043
3 H 1.538 -2.599 -1.323
4 H 0.661 0.269 1.739
5 H -3.097 2.236 -0.413
6 H -2.643 0.825 -1.279
7 H 2.731 -1.667 -0.365
8 H 1.928 -3.127 0.289
9 H -1.161 3.400 -0.632
10 H 0.747 -1.292 2.546
11 C 0.998 -0.771 1.623
12 H 2.066 -0.570 1.721
13 H -0.178 -1.945 0.343
14 H -0.095 2.106 -0.562
15 C -2.279 1.533 -0.551
16 H 0.379 -0.520 -0.392
17 C 0.724 -1.326 0.235
18 H -2.111 0.960 0.362
19 C -1.078 2.369 -0.975


Entry 5:
Entry from the Open Molecules 2025 dataset: a molecular structure, C29H29N5O4RuS3 (wB97M-V/def2-TZVPD).

Values from the calculation:
Multiplicity: 5
Net charge: +2
Expectation value of S²: 6.033
Gap between HOMO and LUMO (spin up / spin down): 6.44 / 5.29 eV
Lowest unoccupied orbital energy (spin up / spin down): -7.53 / -8.83 eV

CARTESIAN COORDINATES (ANGSTROEM)
1 C 4.712 2.122 -3.200
2 H 3.677 -1.364 -1.963
3 H 4.595 2.452 -1.103
4 C -1.658 2.636 -0.274
5 C 1.486 -2.167 1.871
6 S 0.961 1.425 -1.494
7 H -5.288 4.716 1.764
8 C -2.264 -3.603 -1.426
9 C -4.436 -4.594 -1.699
10 O 1.643 2.335 1.518
11 C -3.113 -4.048 -3.634
12 C -3.429 -4.125 -0.874
13 C 1.902 -1.216 2.994
14 N 3.920 -0.440 -2.298
15 H -2.977 -4.051 -4.703
16 H -2.298 3.017 4.305
17 H -2.126 3.000 -1.197
18 C -3.665 3.741 0.771
19 H -5.337 -5.000 -1.269
20 C 2.255 -1.551 4.292
21 H 6.000 0.493 -3.783
22 H -1.186 -3.202 -3.238
23 N -1.255 -1.613 -0.449
24 H -3.140 0.130 -1.116
25 H -4.377 4.308 4.017
26 O 1.310 -3.342 2.054
27 H -5.049 -4.954 -3.720
28 C 3.962 -0.196 -3.731
29 C 2.047 2.431 2.742
30 C -0.408 -0.819 -1.071
31 C -0.382 0.609 -0.757
32 H -0.198 -3.327 -0.929
33 S 0.707 -1.287 -2.242
34 C 4.111 0.538 -1.432
35 H 3.837 2.656 -3.586
36 H 4.995 1.123 -5.088
37 C -2.192 -0.990 0.465
38 N 4.466 1.747 -1.816
39 H -1.048 2.239 2.313
40 O 2.294 3.435 3.346
41 H 2.868 -0.754 6.186
42 C -1.183 -3.058 -0.534
43 C -2.465 3.056 0.924
44 H 4.208 -1.127 -4.242
45 C -4.359 4.182 1.883
46 C -4.278 -4.558 -3.079
47 N 1.864 0.054 2.596
48 C -1.983 2.778 2.203
49 H -0.652 3.072 -0.197
50 O 1.302 -1.543 0.750
51 H -3.382 0.829 0.501
52 N -1.515 1.195 -0.353
53 S 3.978 0.229 0.279
54 C -2.662 0.327 -0.147
55 H -3.537 -4.180 0.199
56 C 2.584 -0.524 5.170
57 C 2.168 1.047 3.424
58 C -3.854 3.935 3.153
59 C -2.110 -3.572 -2.811
60 H 2.966 0.127 -4.057
61 Ru 1.555 0.492 0.692
62 C 5.007 0.876 -4.027
63 C 2.535 0.799 4.739
64 C -2.675 3.217 3.314
65 H -1.696 -0.805 1.430
66 H 2.771 1.622 5.396
67 H -1.272 -3.452 0.482
68 H -4.045 3.936 -0.220
69 H -3.029 -1.671 0.620
70 H 2.267 -2.590 4.581
71 H 5.568 2.799 -3.219


Entry 6:
Entry from the Open Molecules 2025 dataset: a single C5H10O molecule (wB97M-V/def2-TZVPD).

Values from the calculation:
Structure (SMILES): CC/C=C/CO
Gap between HOMO and LUMO: 10.71 eV
Lowest unoccupied orbital energy: 1.06 eV

CARTESIAN COORDINATES (ANGSTROEM)
1 H -1.633 -0.880 -0.507
2 C -1.432 -0.175 0.310
3 O 2.545 -1.676 -0.086
4 H -1.922 1.583 -0.841
5 C 0.898 -0.101 -0.624
6 C -2.227 1.111 0.099
7 H 0.523 -0.361 -1.615
8 C 2.365 -0.293 -0.372
9 H -2.042 1.824 0.910
10 H 0.460 0.330 1.370
11 H 2.711 0.334 0.467
12 C 0.051 0.057 0.393
13 H 2.991 -0.076 -1.241
14 H -1.758 -0.669 1.236
15 H -3.302 0.906 0.056
16 H 1.772 -1.914 0.445